[1]
Entry from the OMol25 dataset: C41H35N6OPSSc as an isolated structure (ωB97M-V/def2-TZVPD).

```
86
Properties=species:S:1:pos:R:3:forces:R:3:mulliken_charge:R:1
Sc -1.06423 -0.77644 0.49035 0.3 0.1 -0.2 -0.70
O -1.50030 -3.51210 1.92926 0.1 0.0 -0.1 -0.61
C -0.59894 -2.70959 1.73503 -0.1 -0.1 -0.2 0.18
C 0.75864 -3.07938 2.32977 0.0 0.1 0.1 0.69
C 0.84047 -4.11835 3.26035 0.0 0.1 0.0 -0.70
C 2.06308 -4.49783 3.77496 0.0 0.0 0.0 -0.62
C 3.23126 -3.85904 3.35475 -0.1 0.0 0.0 -0.73
C 3.16374 -2.83666 2.42988 0.0 0.0 0.0 -0.26
C 1.92363 -2.42943 1.93032 0.0 -0.1 0.0 0.33
P 1.77312 -1.17476 0.62563 -0.2 0.1 0.3 0.90
C 2.58084 -2.05855 -0.75246 0.0 0.0 0.0 0.75
C 1.87371 -3.15122 -1.26019 0.0 0.0 0.0 -0.75
C 2.40725 -3.92951 -2.27564 0.0 0.0 0.0 -0.63
C 3.65072 -3.61332 -2.80917 0.0 0.0 0.0 -0.60
C 4.36346 -2.53786 -2.30177 0.0 0.0 0.0 -0.75
C 3.83894 -1.76818 -1.26995 -0.1 -0.1 0.0 -0.30
C 2.87026 0.18186 1.15845 0.0 0.1 -0.1 0.45
C 3.07631 0.40095 2.52094 0.0 -0.1 0.0 -0.67
C 3.85137 1.46632 2.95432 0.0 0.0 0.0 -0.86
C 4.42543 2.33275 2.03732 0.0 0.0 0.0 -0.62
C 4.19551 2.14644 0.68236 0.0 0.0 0.0 -1.16
C 3.41237 1.08966 0.24371 0.0 -0.1 0.1 -0.21
H -0.07548 -4.61307 3.55304 0.0 0.0 0.0 0.53
H 2.12191 -5.30043 4.49754 0.0 0.0 0.0 0.42
H 4.18923 -4.16929 3.74932 0.0 0.0 0.0 0.45
H 4.06994 -2.34675 2.09501 0.0 0.0 0.0 0.49
H 0.90918 -3.41727 -0.83681 0.0 0.0 0.0 0.32
H 1.85645 -4.78488 -2.64369 0.0 0.0 0.0 0.45
H 4.06847 -4.21426 -3.60540 0.0 0.0 0.0 0.41
H 5.34119 -2.29974 -2.69837 0.0 0.0 0.0 0.45
H 4.42345 -0.95976 -0.86190 0.0 0.1 0.0 0.55
H 2.64368 -0.26922 3.25280 0.0 0.0 0.0 0.50
H 4.00686 1.61460 4.01448 0.0 0.0 0.0 0.44
H 5.03859 3.15637 2.37809 0.0 0.0 0.0 0.43
H 4.62673 2.82504 -0.04131 0.0 0.0 0.0 0.47
H 3.22332 0.97109 -0.81255 0.0 0.0 -0.1 0.55
C 1.15636 3.86212 3.16004 0.0 0.0 0.0 -0.58
C 0.34145 3.26571 4.11647 0.0 0.0 0.0 -0.64
C -0.54262 2.26394 3.75676 0.0 0.0 0.0 -0.48
C -0.60155 1.86183 2.42840 0.0 0.0 0.0 -0.05
C 0.22793 2.43060 1.47300 0.0 0.0 -0.1 0.45
C 1.09938 3.44428 1.83984 0.0 0.0 0.0 -1.00
N -1.50403 0.83796 1.99561 -0.1 0.0 0.1 1.27
N -2.59928 0.79897 2.60119 0.1 0.1 0.0 -0.92
C -3.48606 -0.22200 2.22520 -0.1 0.0 0.0 -0.23
C -4.71418 -0.21748 2.89396 0.0 0.0 0.0 -0.29
C -5.63264 -1.20464 2.59960 0.0 0.0 0.0 -0.64
C -5.29590 -2.18674 1.67024 0.0 0.0 0.0 -0.77
C -4.05677 -2.17738 1.03721 0.0 -0.1 0.0 -0.22
C -3.11368 -1.18028 1.27637 0.2 -0.1 0.0 0.84
H 1.84081 4.64747 3.44901 0.0 0.0 0.0 0.44
H 0.39597 3.58479 5.14787 0.0 0.0 0.0 0.41
H -1.18493 1.79112 4.48676 0.0 0.0 0.0 0.53
H 0.18020 2.10521 0.43637 0.0 0.0 0.1 0.19
H 1.73644 3.89817 1.09443 0.0 0.0 0.0 0.50
H -4.91713 0.54931 3.62902 0.0 0.0 0.0 0.51
H -6.59101 -1.22995 3.09861 0.0 0.0 0.0 0.41
H -5.99973 -2.98156 1.45776 0.0 0.0 0.0 0.46
H -3.81909 -3.00823 0.37602 0.0 0.0 0.0 0.55
N -3.60294 -0.29433 -1.54175 0.0 -0.1 0.0 -0.11
C -4.43724 0.69465 -1.89070 0.1 0.0 0.0 -0.44
C -3.73610 1.87407 -1.79000 0.0 0.0 0.0 -1.25
C -2.46707 1.49528 -1.35105 0.0 0.0 0.0 0.10
N -2.38647 0.17176 -1.18737 -0.2 -0.1 0.1 0.13
H -3.85842 -1.24397 -1.30932 0.0 0.1 0.0 0.19
H -5.45239 0.48742 -2.17891 -0.1 0.0 0.0 0.53
H -4.08041 2.86320 -2.02354 0.0 0.1 0.0 0.49
H -1.60650 2.11302 -1.16945 0.0 0.0 0.0 0.69
N 0.87259 -1.07911 -3.60268 0.0 0.1 0.0 -0.35
C 0.36529 0.13672 -3.33037 0.0 -0.1 -0.1 0.24
S 0.76253 0.88446 -1.86387 -0.1 -0.1 0.0 -0.13
N -0.43688 0.64499 -4.28154 0.0 0.0 -0.1 -0.09
C -1.15527 1.87390 -4.32197 0.0 0.0 0.0 0.68
C -2.39126 1.85412 -4.95458 0.0 0.0 0.0 -0.47
C -3.13230 3.01859 -5.06671 0.0 0.0 0.0 -0.66
C -2.64676 4.20372 -4.53378 0.0 0.0 0.0 -0.59
C -1.40539 4.21820 -3.91368 0.0 0.0 0.0 -0.66
C -0.64539 3.06149 -3.81656 0.0 0.0 0.0 -0.42
H 1.53096 -1.47589 -2.94894 0.0 0.0 0.0 0.15
H 0.81040 -1.49278 -4.51862 0.0 0.0 0.0 0.19
H -0.63423 0.03614 -5.06464 0.0 0.0 0.1 0.29
H -2.77615 0.92390 -5.35464 0.0 0.0 0.0 0.38
H -4.08981 2.99717 -5.56766 0.0 0.0 0.0 0.40
H -3.22256 5.11445 -4.61615 0.0 0.0 0.0 0.43
H -1.00928 5.14383 -3.52001 0.0 0.0 0.0 0.43
H 0.33096 3.08363 -3.35972 0.0 0.0 0.0 0.54
```
Positions in Å, forces in eV/Å.

## Properties
Gap between HOMO and LUMO ... 6.43 eV
Charge ... +1
Spin multiplicity ... 1
Highest occupied orbital energy ... -0.356 hartree
DFT total energy ... -3487.241612 hartree

[2]
Entry from the OMol25 dataset: one molecule with the formula C4H10N2O at a distorted geometry (ωB97M-V/def2-TZVPD).

```
17
Properties=species:S:1:pos:R:3:forces:R:3:mulliken_charge:R:1
C 0.38553 1.84990 1.08735 -1.5 -1.5 0.1 0.10
C 1.64116 -0.22019 0.56713 1.6 -0.8 1.0 -0.90
C -1.39552 -1.20192 0.27465 3.2 1.0 0.9 -0.98
C -0.55228 -0.01492 -1.69915 2.2 0.7 0.2 -0.91
N 0.42079 0.48894 0.48360 0.4 3.5 1.6 0.12
N -0.58047 -0.04270 -0.25898 -1.3 -0.5 1.2 -0.08
O 1.28723 2.38154 1.69578 -0.2 -0.9 -0.9 -0.51
H -0.64921 2.35212 1.11955 1.0 -1.0 -0.8 0.33
H 1.50521 -1.16553 1.16840 0.3 0.8 -0.4 0.25
H 1.94286 -0.50346 -0.43214 0.3 -0.2 -0.3 0.29
H 2.46073 0.41271 1.02615 -1.1 -0.7 -0.5 0.31
H -2.34968 -0.95611 -0.01229 -2.6 0.2 -0.2 0.42
H -1.08211 -2.08490 -0.24135 0.1 -0.9 -0.2 0.32
H -1.28793 -1.37444 1.37575 -0.1 0.5 -1.0 0.30
H -0.29314 1.02783 -1.97620 -0.1 -0.7 -0.3 0.32
H 0.10382 -0.76302 -2.27564 -0.7 0.8 1.0 0.25
H -1.55699 -0.18585 -1.90260 -1.7 -0.3 -1.3 0.39
```
Positions in Å, forces in eV/Å.

## Properties
Gap between HOMO and LUMO ... 9.61 eV
Structure (SMILES) ... CN(C)N(C)C=O
Spin multiplicity ... 1
Highest occupied orbital energy ... -0.322 hartree
DFT total energy ... -343.079607 hartree

[3]
Entry from the OMol25 dataset: C2H6N3OS as an isolated structure at a distorted geometry (ωB97M-V/def2-TZVPD).

```
13
Properties=species:S:1:pos:R:3:forces:R:3:mulliken_charge:R:1
C 0.03867 -0.83355 0.40331 2.4 1.9 -0.1 -0.13
C -0.00061 0.85760 0.55980 -2.2 -3.6 0.9 -0.06
N 0.70339 -0.49142 -0.93075 1.0 -1.7 1.2 -0.43
N -1.23604 -1.33770 0.19200 0.7 0.0 -0.6 -0.28
N 0.87836 0.91922 -0.69410 -2.2 1.0 -2.7 0.00
O -1.32343 1.08934 0.49707 -0.3 0.9 -1.5 -0.45
S -2.07015 -0.18702 -0.56636 -1.2 1.9 0.0 0.15
H 0.43614 -1.38333 1.28920 0.9 0.4 -1.2 0.37
H 0.43147 1.28485 1.43353 0.5 0.6 0.4 0.43
H 1.54388 -1.02200 -1.18266 -0.1 0.5 0.1 0.30
H -1.59423 -1.63226 1.05840 -1.1 -0.8 1.2 0.32
H 0.39723 1.41835 -1.58603 1.5 -0.9 2.6 0.42
H 1.79532 1.31792 -0.47340 0.1 -0.3 -0.3 0.35
```
Positions in Å, forces in eV/Å.

## Properties
Gap between HOMO and LUMO ... 9.83 eV
Charge ... +1
Spin multiplicity ... 1
Highest occupied orbital energy ... -0.495 hartree
DFT total energy ... -717.117406 hartree